Computed, not measured: one molecule with the formula C5H8O, with wB97M-V/def2-TZVPD.

The SMILES is C=C=C(C)OC. The calculation puts the energy relative to the best compared isomer or geometry (same formula, charge and spin) at 3.392 eV. As for the orbital gap: 9.80 eV. As for the spin multiplicity: 1. The electronic energy is -270.43324 Eh.

XYZ file:
```
14
Properties=species:S:1:pos:R:3:mulliken_charge:R:1
C 0.293 -0.388 -2.484 -0.440
C -0.633 -0.262 -1.568 0.004
C -0.702 0.096 -0.311 0.368
C -1.746 0.249 0.733 -1.097
O 0.577 0.413 0.161 -0.370
C 1.318 -0.688 0.635 -0.726
H 0.651 0.488 -3.014 0.254
H 0.836 -1.320 -2.595 0.264
H -1.658 1.258 1.145 0.289
H -2.765 0.085 0.382 0.325
H -1.534 -0.451 1.551 0.263
H 2.368 -0.568 0.347 0.230
H 1.242 -0.708 1.724 0.275
H 0.956 -1.642 0.229 0.360
```

=====

Computed, not measured: C33H40AsBrI2N6O3RuSeSi2 as an isolated structure, with wB97M-V/def2-TZVPD.

The calculation puts the energy relative to the best compared isomer or geometry (same formula, charge and spin) at 0.604 eV. As for the orbital gap (spin up / spin down): 4.78 / 6.02 eV. As for the spin multiplicity: 6. Its net charge is +1. The electronic energy is -10316.01141 Eh.

XYZ file:
```
90
Properties=species:S:1:pos:R:3:lowdin_spin:R:1
Ru -0.731 0.090 0.270 2.402
O -2.014 -4.533 -5.026 0.014
N -2.775 -3.577 -5.026 0.025
O -3.674 -3.437 -5.836 0.047
C -2.599 -2.545 -4.024 0.076
C -3.476 -1.484 -4.110 0.043
C -3.389 -0.429 -3.212 0.074
C -4.250 0.698 -3.240 0.003
C -4.100 1.701 -2.332 0.050
C -3.063 1.604 -1.371 0.032
N -2.249 0.583 -1.313 0.134
C -2.396 -0.452 -2.201 0.100
C -1.518 -1.553 -2.080 0.030
N -0.603 -1.519 -1.064 0.140
C 0.271 -2.552 -0.902 0.127
C 0.280 -3.607 -1.761 0.062
C -0.635 -3.665 -2.825 0.182
C -1.577 -2.638 -3.004 0.012
H -4.226 -1.489 -4.887 0.003
H -5.029 0.742 -3.993 -0.001
H -4.747 2.566 -2.333 0.004
H -2.893 2.403 -0.658 0.017
H 0.944 -2.491 -0.061 0.009
H 1.001 -4.399 -1.616 0.000
H -0.626 -4.496 -3.503 0.011
Se -3.082 -3.041 2.976 0.267
C -2.291 -1.801 2.091 0.083
N -1.758 -0.925 1.487 0.059
C 1.555 3.949 0.027 0.003
Si -0.150 4.240 0.690 0.065
C -0.081 5.339 2.186 0.004
C -1.266 4.909 -0.625 0.023
As -0.951 2.162 1.518 0.610
Si -2.947 2.590 2.775 0.071
C -2.362 2.999 4.484 0.015
C -4.013 1.082 2.731 0.004
C -3.842 4.017 1.996 0.018
H 2.054 4.914 -0.102 0.000
H 1.528 3.451 -0.942 0.000
H 2.152 3.345 0.714 0.001
H 0.396 6.285 1.917 0.000
H 0.513 4.881 2.980 0.002
H -1.067 5.567 2.593 0.000
H -0.850 5.870 -0.944 0.004
H -2.281 5.085 -0.267 0.000
H -1.307 4.252 -1.495 0.000
H -1.839 2.151 4.929 0.001
H -3.214 3.244 5.123 0.002
H -1.684 3.855 4.483 0.001
H -3.617 0.286 3.362 0.000
H -4.135 0.689 1.720 0.000
H -5.002 1.355 3.110 0.001
H -3.246 4.927 1.936 0.000
H -4.711 4.232 2.626 0.003
H -4.212 3.775 0.998 0.000
N 1.534 -0.070 2.240 0.059
C 2.836 -0.033 1.711 0.001
C 3.321 -1.072 0.921 0.004
C 4.585 -0.994 0.357 0.000
C 5.378 0.131 0.542 0.004
C 4.894 1.172 1.326 0.000
C 3.637 1.091 1.913 0.004
H 1.433 0.472 3.087 0.008
H 1.162 -1.005 2.377 0.001
H 2.726 -1.965 0.783 0.000
H 4.954 -1.828 -0.228 0.000
H 6.366 0.188 0.106 0.000
H 5.503 2.050 1.497 0.000
H 3.277 1.903 2.534 0.001
N 2.975 1.102 -1.603 0.011
C 1.689 0.826 -1.723 0.012
O 0.960 0.827 -0.710 0.058
C 1.165 0.490 -3.086 0.002
I -0.007 2.083 -3.857 0.001
H 3.371 1.234 -0.679 0.000
H 3.594 1.068 -2.394 0.000
H 0.525 -0.386 -3.022 0.000
H 1.961 0.331 -3.806 0.000
Br 4.637 -3.793 3.240 0.000
C 3.768 -4.835 1.935 0.000
C 4.563 -5.603 1.092 0.000
C 3.980 -6.407 0.126 0.000
C 2.599 -6.454 -0.001 0.000
C 1.803 -5.688 0.837 0.001
C 2.385 -4.875 1.805 0.000
I 1.100 -3.772 3.016 0.003
H 5.637 -5.572 1.207 0.000
H 4.608 -7.006 -0.520 0.000
H 2.137 -7.089 -0.745 0.000
H 0.726 -5.726 0.751 0.000
```

=====

Computed, not measured: HN2P as an isolated structure, with wB97M-V/def2-TZVPD.

The calculation puts the energy relative to the best compared isomer or geometry (same formula, charge and spin) at 1.288 eV. As for the orbital gap: 9.74 eV. As for the spin multiplicity: 1. The electronic energy is -451.35428 Eh.

XYZ file:
```
4
Properties=species:S:1:pos:R:3:mulliken_charge:R:1
N 0.824 0.600 -0.535 -0.064
N 0.861 0.664 0.700 -0.096
P 0.011 -0.777 0.107 0.117
H -1.696 -0.488 -0.272 0.043
```

=====

Computed, not measured: a 13-piece molecular cluster, C4H34O13S2 overall, with wB97M-V/def2-TZVPD.

The calculation puts the energy relative to the best compared isomer or geometry (same formula, charge and spin) at 4.589 eV. As for the orbital gap: 9.07 eV. As for the spin multiplicity: 1. The electronic energy is -1947.16962 Eh.

XYZ file:
```
53
Properties=species:S:1:pos:R:3:mulliken_charge:R:1
C 0.497 -1.701 -1.558 1.350
C 0.428 -3.285 -1.287 -0.888
O -0.521 -3.609 -0.236 -0.621
C 1.676 -0.963 -0.808 0.177
S 2.257 0.438 -1.926 -0.234
S 1.959 2.121 -1.002 0.055
C 3.650 2.509 -0.239 -0.974
H 0.505 -1.402 -2.567 -0.634
H -0.504 -1.413 -1.087 -0.076
H 0.052 -3.869 -2.063 0.383
H 1.439 -3.533 -1.233 0.471
H -0.212 -3.814 0.745 0.382
H 2.444 -1.613 -0.430 0.513
H 1.374 -0.567 0.243 -0.592
H 3.924 1.743 0.361 0.350
H 4.493 2.769 -0.839 0.359
H 3.354 3.341 0.488 0.265
H -1.572 1.050 -4.491 0.272
H -0.568 0.615 -3.734 0.338
O -0.950 1.418 -3.970 -0.584
H 0.172 -1.861 -4.459 0.247
H 1.124 -0.828 -4.820 0.285
O 0.234 -0.993 -4.693 -0.620
H -0.564 -0.237 5.114 0.396
H 1.055 -0.754 5.379 0.270
O 0.282 -0.797 4.764 -0.656
H -1.688 -1.608 0.514 0.253
H -2.174 -2.592 -0.629 0.335
O -2.261 -1.596 -0.289 -0.752
H -0.610 2.665 0.098 0.433
H 0.054 3.535 1.213 0.287
O -0.244 2.626 1.077 -0.689
H 0.387 -0.513 2.051 0.281
H -0.466 -0.895 3.305 0.358
O -0.351 -1.086 2.306 -0.509
H -0.528 2.475 -2.042 0.251
H -1.875 2.399 -1.393 0.360
O -1.045 2.967 -1.371 -0.644
H -2.800 -0.265 5.056 0.291
H -2.593 1.185 4.725 0.334
O -2.195 0.398 5.133 -0.660
H 1.239 1.695 1.414 0.337
H 1.954 1.225 2.832 0.239
O 1.672 0.991 1.922 -0.686
H -4.533 0.124 -1.268 0.309
H -4.243 -0.724 -0.042 0.330
O -4.837 -0.181 -0.455 -0.664
H -3.616 1.213 0.150 0.324
H -2.554 0.705 1.176 0.314
O -3.147 1.489 0.970 -0.611
H 1.402 -2.889 1.848 0.327
H 0.263 -2.877 2.968 0.365
O 0.975 -3.477 2.543 -0.744
```

=====

Computed, not measured: one molecule with the formula C5H7NOS, with wB97M-V/def2-TZVPD.

The calculation puts the energy relative to the best compared isomer or geometry (same formula, charge and spin) at 0.668 eV. As for the orbital gap (spin up / spin down): 5.21 / 7.03 eV. As for the spin multiplicity: 3. The electronic energy is -722.68355 Eh.

XYZ file:
```
15
Properties=species:S:1:pos:R:3:lowdin_spin:R:1
C -1.311 -1.637 -0.835 0.126
C -0.379 -1.525 0.264 0.300
C -1.746 -0.354 -1.163 0.499
C -0.282 -0.160 0.574 0.559
C 1.752 1.499 0.262 0.083
N -1.120 0.509 -0.292 0.256
O 1.633 -0.126 2.334 -0.003
S 0.771 0.793 1.632 0.118
H -1.350 -2.593 -1.250 -0.001
H 0.157 -2.339 0.620 0.015
H -2.509 -0.052 -1.931 0.028
H 2.521 0.675 0.090 0.002
H 2.282 2.321 0.662 0.005
H 1.042 1.506 -0.647 0.004
H -1.463 1.482 -0.319 0.008
```

=====

Computed, not measured: a 4-piece molecular cluster, C31H72BIN11O5P3S overall, with wB97M-V/def2-TZVPD.

The SMILES is CCOc1c(B(C)O)c([C@@H](I)CC)c2nsnc2c1C.CN(C)P(=O)(N(C)C)N(C)C.CN(C)P(=O)(N(C)C)N(C)C.CN(C)P(=O)(N(C)C)N(C)C. As for the orbital gap: 6.06 eV. As for the spin multiplicity: 1. The electronic energy is -3946.95672 Eh.

XYZ file:
```
125
Properties=species:S:1:pos:R:3:mulliken_charge:R:1
C -1.939 -3.239 -3.457 -0.963
C -0.775 -2.147 -3.955 0.004
O 0.473 -2.524 -3.273 -0.428
C 1.433 -1.396 -3.220 -0.172
C 2.845 -1.487 -4.111 -0.024
B 3.064 -2.844 -5.041 0.356
C 1.942 -3.516 -6.037 -0.782
O 4.415 -3.507 -5.013 -0.565
C 3.987 -0.265 -4.090 0.344
C 5.406 -0.322 -4.925 -0.891
I 5.908 1.614 -5.912 0.051
C 6.582 -0.841 -3.897 0.079
C 8.027 -0.080 -4.071 -1.164
C 3.622 1.023 -3.131 0.623
N 4.379 2.291 -2.803 -0.485
S 3.549 3.406 -1.689 0.108
N 2.106 2.447 -1.449 -0.338
C 2.246 1.155 -2.250 -0.132
C 1.116 -0.069 -2.290 0.789
C -0.215 0.153 -1.355 -1.046
H -1.875 -4.264 -4.026 0.296
H -3.037 -2.812 -3.591 0.272
H -1.819 -3.435 -2.285 0.242
H -0.744 -2.239 -5.127 0.173
H -1.190 -1.087 -3.662 0.156
H 1.547 -4.550 -5.617 0.255
H 1.090 -2.765 -6.321 0.191
H 2.515 -3.789 -7.048 0.299
H 4.730 -3.668 -5.972 0.302
H 5.394 -1.107 -5.824 0.368
H 6.773 -1.987 -4.154 0.238
H 6.292 -0.801 -2.762 0.141
H 8.041 0.977 -3.521 0.269
H 8.823 -0.747 -3.484 0.347
H 8.419 -0.006 -5.171 0.324
H -0.530 -0.799 -0.728 0.252
H -0.008 1.013 -0.554 0.232
H -1.171 0.527 -1.962 0.280
C -5.890 -4.196 0.254 -1.084
N -6.092 -2.924 -0.401 0.309
C -5.102 -1.925 -0.015 -1.269
P -7.270 -2.484 -1.535 0.808
O -6.208 -2.326 -2.650 -0.761
N -7.958 -3.898 -2.242 0.173
C -8.095 -5.200 -1.606 -1.049
C -7.759 -4.107 -3.682 -0.994
N -8.492 -2.664 -0.253 -0.085
C -9.804 -2.193 -0.757 -1.126
C -8.284 -1.951 1.019 -1.022
H -6.816 -4.589 0.683 0.339
H -5.207 -4.129 1.110 0.448
H -5.467 -4.930 -0.434 0.231
H -5.522 -1.241 0.727 0.233
H -4.783 -1.324 -0.871 0.388
H -4.194 -2.362 0.408 0.472
H -7.153 -5.759 -1.618 0.297
H -8.840 -5.810 -2.124 0.394
H -8.461 -5.136 -0.579 0.281
H -6.753 -4.485 -3.893 0.300
H -7.911 -3.173 -4.236 0.297
H -8.483 -4.819 -4.093 0.317
H -9.776 -1.119 -0.972 0.370
H -10.599 -2.387 -0.030 0.398
H -10.097 -2.706 -1.677 0.328
H -8.085 -0.887 0.853 0.368
H -7.466 -2.374 1.604 0.275
H -9.163 -2.042 1.667 0.364
C -0.358 4.926 2.983 -1.023
N -1.354 4.353 2.105 0.308
C -1.471 5.068 0.839 -1.117
P -2.336 2.996 2.349 0.710
O -1.615 2.211 1.226 -0.642
N -1.675 2.015 3.604 0.180
C -0.882 2.479 4.733 -1.014
C -1.226 0.663 3.248 -0.857
N -3.165 3.898 3.641 -0.093
C -4.332 3.113 4.114 -1.125
C -3.696 5.236 3.331 -1.029
H -0.737 5.065 3.999 0.336
H -0.049 5.931 2.673 0.461
H 0.542 4.310 3.010 0.140
H -2.338 5.732 0.856 0.274
H -1.602 4.379 0.000 0.260
H -0.591 5.672 0.605 0.434
H 0.159 2.662 4.449 0.246
H -0.874 1.734 5.534 0.390
H -1.291 3.378 5.200 0.297
H -0.252 0.688 2.749 0.198
H -1.951 0.171 2.589 0.235
H -1.140 0.019 4.130 0.332
H -5.078 3.007 3.318 0.366
H -4.803 3.590 4.979 0.405
H -4.046 2.108 4.435 0.312
H -4.326 5.220 2.436 0.354
H -2.905 5.975 3.191 0.282
H -4.290 5.625 4.167 0.369
C 5.400 -0.881 2.129 -1.096
N 4.824 0.442 2.056 0.334
C 3.692 0.517 1.137 -1.257
P 5.267 1.847 2.892 0.869
O 3.937 1.853 3.684 -0.783
N 6.211 1.430 4.273 0.179
C 7.080 0.270 4.405 -1.061
C 5.659 1.746 5.597 -0.991
N 6.796 1.839 1.981 -0.077
C 7.545 3.085 2.274 -1.134
C 6.736 1.757 0.512 -0.890
H 6.490 -0.861 2.034 0.333
H 5.072 -1.532 1.309 0.438
H 5.125 -1.378 3.060 0.247
H 4.004 0.954 0.185 0.318
H 2.891 1.143 1.538 0.308
H 3.245 -0.457 0.928 0.495
H 6.513 -0.639 4.629 0.294
H 7.798 0.412 5.218 0.392
H 7.699 0.099 3.521 0.287
H 4.897 1.017 5.893 0.296
H 5.216 2.748 5.606 0.283
H 6.437 1.757 6.369 0.321
H 7.001 3.963 1.906 0.366
H 8.538 3.066 1.812 0.389
H 7.708 3.223 3.346 0.342
H 6.068 2.517 0.095 0.274
H 6.413 0.774 0.164 0.091
H 7.732 1.890 0.071 0.442
```